Formula: C83H165F6N9O6SV
Source: the OMol25 dataset
Level of theory: wB97M-V/def2-TZVPD

Summary:
**Total charge**: 0
**Frontier orbital gap (spin up / spin down)**: 7.8936 / 8.3492 eV
**Expectation value of S²**: 0.769
**E_HOMO (spin up / spin down)**: -8.094 / -8.096 eV
**Maximum force**: 4.438 eV/A
**Spin multiplicity**: 2

Element x y z (Å)
V 18.17 17.29 22.13
S 17.69 16.34 19.57
F 20.41 16.15 25.80
F 22.18 16.98 24.93
F 21.89 14.80 25.02
F 18.11 16.52 16.94
F 19.08 14.83 17.87
F 19.93 16.79 18.15
O 18.29 15.72 20.75
O 17.01 16.62 22.92
O 17.61 17.74 20.02
O 19.42 15.31 23.35
O 20.28 17.16 22.70
O 16.35 15.80 19.34
N 15.28 10.73 20.39
N 15.61 21.24 17.36
N 21.10 19.66 13.18
N 23.32 20.02 18.94
N 24.45 15.11 16.07
N 17.40 13.11 13.98
N 17.68 19.37 22.81
N 14.20 16.30 24.19
N 20.04 9.70 15.70
C 14.02 14.81 22.21
C 12.27 19.78 20.30
C 14.35 16.39 25.63
C 22.12 18.60 13.25
C 19.77 9.61 13.23
C 19.15 9.89 14.58
C 22.18 22.14 19.13
C 14.75 20.36 12.14
C 25.02 14.69 17.36
C 16.09 10.37 21.58
C 18.23 8.76 17.17
C 24.41 12.34 21.58
C 16.42 18.39 10.96
C 14.02 14.95 23.71
C 12.36 13.96 17.74
C 14.73 21.93 16.40
C 20.64 16.00 23.37
C 20.46 21.51 11.68
C 15.26 19.20 22.13
C 22.36 13.38 20.90
C 16.63 13.12 15.22
C 24.35 14.67 21.18
C 16.34 14.98 12.47
C 13.58 14.63 17.67
C 22.99 14.58 20.74
C 15.04 19.92 17.80
C 25.89 15.76 17.92
C 13.42 22.35 17.03
C 14.47 9.64 19.90
C 11.16 17.64 20.56
C 15.32 10.01 22.85
C 20.96 20.06 11.78
C 14.78 20.21 10.75
C 18.77 16.11 18.01
C 11.51 13.94 16.69
C 13.09 15.28 15.48
C 19.51 13.89 23.36
C 18.41 18.65 25.17
C 16.98 21.22 16.91
C 19.86 18.95 15.27
C 11.71 16.81 24.07
C 19.35 20.30 21.25
C 12.34 18.38 20.36
C 16.75 12.59 19.62
C 16.45 18.62 12.26
C 17.96 20.42 21.82
C 23.72 18.30 20.68
C 16.65 13.51 12.74
C 13.13 17.18 23.62
C 15.58 19.50 12.86
C 18.67 13.86 14.23
C 9.94 18.33 20.71
C 15.69 15.85 26.22
C 16.25 19.56 23.22
C 22.11 14.58 16.49
C 21.17 10.64 15.57
C 21.56 17.21 12.78
C 17.90 20.85 18.05
C 16.13 11.17 19.33
C 24.05 19.32 17.86
C 23.37 14.11 15.78
C 13.93 15.32 16.57
C 19.33 9.83 16.97
C 9.88 19.73 20.61
C 24.90 15.77 13.66
C 15.37 12.15 15.12
C 14.97 18.81 16.82
C 23.08 12.25 21.22
C 19.74 13.68 13.11
C 18.00 13.40 23.54
C 18.60 19.61 24.00
C 25.09 13.55 21.59
C 19.78 19.41 13.80
C 11.89 14.61 15.52
C 11.06 20.42 20.40
C 23.21 18.26 17.09
C 21.28 16.01 24.81
C 15.57 19.18 10.17
C 13.26 10.13 19.05
C 25.44 15.19 14.99
C 22.29 10.29 16.58
C 22.35 20.89 18.26
C 22.66 19.16 19.95
H 16.91 10.46 19.04
H 15.69 12.99 12.69
H 20.36 17.98 15.34
H 18.79 10.91 14.63
H 14.55 21.39 15.48
H 14.76 12.17 16.02
H 17.62 18.93 25.87
H 14.37 17.45 25.88
H 17.92 12.32 23.59
H 17.20 13.20 11.86
H 13.25 17.80 20.22
H 18.97 10.84 17.11
H 21.14 22.18 12.21
H 21.38 22.80 18.80
H 11.03 21.47 20.15
H 13.48 10.92 18.32
H 20.08 9.70 17.76
H 19.30 18.67 25.79
H 26.23 15.87 15.31
H 13.01 23.22 16.52
H 22.56 11.32 21.35
H 18.95 21.08 17.86
H 14.50 10.71 23.02
H 21.31 13.30 20.65
H 19.47 21.48 12.14
H 17.58 21.35 18.97
H 13.03 14.99 21.81
H 19.27 13.99 12.18
H 15.97 18.59 16.45
H 12.30 13.33 18.61
H 14.57 17.89 17.25
H 17.28 20.42 20.96
H 17.57 12.52 20.34
H 16.13 10.20 23.55
H 23.65 18.03 16.12
H 13.67 22.57 18.06
H 15.99 13.31 19.90
H 20.61 17.03 13.28
H 14.22 14.52 18.53
H 24.60 16.82 13.64
H 23.05 22.79 19.03
H 21.35 15.52 22.69
H 22.02 21.86 20.17
H 24.54 20.05 17.22
H 25.53 13.73 17.26
H 13.24 18.24 23.84
H 10.61 13.35 16.77
H 11.03 17.58 23.70
H 17.35 22.24 16.77
H 23.16 10.91 16.40
H 22.15 14.45 17.58
H 14.12 20.75 10.10
H 18.47 14.92 14.42
H 26.87 15.73 17.45
H 18.55 7.74 16.96
H 25.75 15.75 12.97
H 15.41 18.16 21.84
H 13.14 14.49 24.16
H 19.85 13.50 22.41
H 14.68 15.56 21.77
H 14.57 12.46 14.45
H 22.75 21.23 17.31
H 14.31 13.84 21.82
H 22.25 19.84 20.71
H 24.36 18.98 21.25
H 21.91 18.51 19.51
H 15.15 22.90 16.13
H 15.01 8.96 22.90
H 18.46 20.64 24.31
H 17.46 13.83 22.69
H 18.93 18.77 15.81
H 17.55 13.80 24.45
H 17.32 8.90 16.59
H 17.24 15.59 12.38
H 20.25 19.37 11.34
H 20.18 20.55 21.91
H 21.67 10.54 14.61
H 20.28 8.65 13.09
H 24.20 14.52 18.05
H 15.56 11.40 18.43
H 23.21 17.58 21.31
H 22.45 15.46 20.42
H 20.58 10.33 13.08
H 16.66 11.24 21.90
H 19.12 20.27 13.88
H 11.15 16.56 20.68
H 19.51 19.28 20.89
H 15.35 19.79 21.21
H 13.22 17.16 22.54
H 16.03 19.01 24.13
H 22.19 18.60 16.93
H 11.76 16.76 25.16
H 13.39 15.75 14.56
H 21.53 17.31 11.70
H 21.91 10.44 17.60
H 19.04 9.67 12.43
H 17.22 20.51 16.11
H 14.10 21.13 12.54
H 23.66 13.13 16.16
H 16.15 20.62 23.44
H 26.15 13.56 21.81
H 12.82 9.25 18.59
H 15.57 19.61 18.70
H 23.00 18.89 12.67
H 18.27 9.25 14.62
H 14.26 19.39 22.51
H 25.97 15.56 18.99
H 15.01 8.86 19.37
H 17.26 12.71 16.01
H 15.89 14.81 25.96
H 14.85 14.35 24.09
H 21.18 14.14 16.12
H 19.01 13.45 15.18
H 18.23 17.61 24.89
H 21.02 11.71 15.77
H 12.66 21.58 16.87
H 24.93 15.58 21.02
H 11.19 14.51 14.71
H 15.60 11.13 14.79
H 19.21 18.71 13.18
H 16.62 16.34 25.93
H 14.89 15.82 16.62
H 14.34 19.00 15.95
H 20.17 13.34 24.02
H 17.88 21.38 22.32
H 22.40 18.61 14.30
H 15.62 19.67 13.92
H 19.42 21.00 20.41
H 20.58 14.35 13.34
H 15.45 19.16 9.10
H 25.93 14.22 14.94
H 24.11 15.14 13.25
H 11.30 15.83 23.80
H 24.94 18.79 18.18
H 17.03 18.00 12.93
H 23.31 13.90 14.72
H 25.02 11.48 21.83
H 20.37 19.69 15.88
H 20.35 21.89 10.66
H 20.06 12.64 13.09
H 9.08 17.72 20.91
H 13.48 15.92 26.09
H 24.31 17.69 19.98
H 21.95 15.64 16.30
H 19.65 19.65 23.71
H 12.53 10.57 19.73
H 17.13 17.71 10.51
H 16.77 9.55 21.36
H 8.96 20.26 20.77
H 22.13 16.33 13.10
H 21.42 20.39 18.00
H 16.38 14.06 15.70
H 17.91 8.67 18.20
H 21.93 20.00 11.28
H 25.43 16.75 17.81
H 15.70 15.37 13.26
H 13.18 20.32 20.08
H 23.13 17.41 17.76
H 22.54 9.23 16.53
H 15.54 15.92 27.30
H 14.05 20.09 18.21
H 15.81 15.10 11.53
H 14.02 9.12 20.75
H 17.06 13.02 18.68
H 17.85 19.79 18.30